Density functional theory data (ωB97M-V/def2-TZVPD) for C14H22Cl3KO2PS2SiTe as an isolated structure.

The geometry in XYZ format:
```
47
Properties=species:S:1:pos:R:3:forces:R:3
K 1.761890 -0.135464 -1.282260 -0.324 -0.863 -0.251
C -2.766650 4.354033 -2.031952 0.088 0.214 0.031
Te -1.735907 2.642004 -1.280308 -0.133 -0.328 0.097
C -0.745836 4.048225 -0.024426 0.003 0.111 -0.006
C -1.650159 5.258369 0.025979 0.055 -0.066 -0.010
C -1.508563 6.230467 1.014867 0.002 -0.024 -0.038
C -2.336652 7.342993 1.038010 -0.048 -0.024 -0.064
C -3.318251 7.494957 0.064352 0.052 -0.050 0.018
C -3.462832 6.532214 -0.924915 0.033 -0.040 0.004
C -2.636765 5.409525 -0.952250 -0.025 0.000 -0.070
H -3.805793 4.106595 -2.244702 0.027 0.029 0.051
H -2.288828 4.678808 -2.958146 -0.050 0.034 0.047
H 0.223841 4.278393 -0.472777 -0.052 0.038 0.040
H -0.577476 3.612140 0.958774 -0.024 0.033 -0.018
H -0.742028 6.107515 1.773780 -0.050 0.005 -0.055
H -2.220980 8.087331 1.817006 -0.006 -0.020 -0.026
H -3.972343 8.358827 0.079374 0.018 -0.027 0.001
H -4.230551 6.645962 -1.684770 0.052 -0.004 0.052
C -2.278594 -4.050801 0.373121 -0.012 0.041 0.068
C -1.011327 -4.879754 0.484675 0.071 0.004 0.020
C -1.127257 -5.957888 1.542637 -0.072 -0.093 0.043
O 0.135934 -4.105059 0.865840 -0.147 0.097 0.150
P 0.649967 -2.800884 0.056304 -0.026 -0.335 0.150
S 0.603845 -3.170553 -1.883007 -0.036 0.100 -0.076
S -0.141511 -1.148615 0.768735 -0.225 -0.100 0.114
O 2.186451 -2.805892 0.564180 0.048 -0.032 0.173
C 2.987930 -4.000997 0.434586 0.012 0.193 -0.035
C 3.364053 -4.468358 1.826485 0.024 -0.009 0.069
C 4.179435 -3.655905 -0.429037 0.185 -0.040 -0.044
H -3.111635 -4.710533 0.111241 0.040 0.047 0.037
H -2.190983 -3.282469 -0.395424 0.033 -0.049 0.018
H -2.494406 -3.556944 1.324228 -0.001 -0.034 -0.054
H -0.790196 -5.333052 -0.482961 0.024 -0.003 -0.128
H -1.379326 -5.510877 2.508266 0.021 -0.032 -0.058
H -0.183881 -6.497248 1.646968 -0.040 0.019 -0.023
H -1.910872 -6.669553 1.269347 0.035 0.031 0.038
H 2.404164 -4.774183 -0.060745 -0.160 -0.033 -0.084
H 4.054094 -3.760299 2.294215 -0.059 -0.034 -0.016
H 3.845868 -5.450368 1.780916 -0.006 0.091 0.001
H 2.469074 -4.542943 2.445414 0.032 -0.032 -0.036
H 4.791524 -2.888671 0.055192 -0.051 -0.044 -0.043
H 3.841906 -3.285320 -1.398158 0.009 -0.037 0.032
H 4.797750 -4.544570 -0.591915 -0.014 0.086 0.011
Cl 3.905343 4.401655 -2.366855 -0.023 -0.099 -0.017
Si 2.302008 2.966664 -2.101502 0.067 0.590 -0.164
Cl 3.101228 1.336023 -3.359950 0.280 0.132 -0.427
Cl 3.013297 2.094502 -0.198431 0.374 0.554 0.481
```
Positions in Å, forces in eV/Å.

As for the charge: -1. Its relative energy (zero: lowest compared OMol25 entry of this formula, charge and spin) is 3.3 kcal/mol. As for the molar mass: 618.579 g/mol. The value obtained for the orbital gap is 7.193 eV. As for the HOMO energy: -4.995 eV.